# 1
Computed, not measured: a molecular structure, C8H14FINO4S, with ωB97M-V/def2-TZVPD.

Element x y z (Å)
I (3.13, 1.36, 4.02)
S (-0.15, 0.44, -3.16)
F (0.77, -0.61, -3.90)
O (0.40, 1.70, -3.46)
O (-1.50, 0.22, -3.55)
O (-3.04, 1.53, 1.36)
O (-2.37, -0.58, 1.68)
N (0.03, 0.11, -1.53)
C (1.48, 0.37, -1.23)
C (1.87, -0.06, 0.16)
C (2.60, 0.67, 1.00)
C (-0.35, -1.34, -1.36)
C (-1.32, -1.26, 1.00)
C (-2.17, 0.78, 1.77)
C (-1.61, -1.40, -0.50)
C (-0.91, 1.31, 2.41)
H (2.17, -0.04, -1.98)
H (1.56, -1.05, 0.47)
H (-2.30, -0.62, -0.81)
H (3.02, 1.60, 0.63)
H (1.61, 1.45, -1.28)
H (2.76, 0.32, 2.06)
H (-0.33, -0.84, 1.19)
H (0.46, -1.96, -1.00)
H (-0.34, 0.53, 2.91)
H (-1.15, 2.10, 3.11)
H (-2.09, -2.37, -0.67)
H (-0.28, 1.69, 1.60)
H (-1.30, -2.27, 1.42)
H (-0.64, -1.76, -2.33)

Output
total charge	-1

Results of the Löwdin charge analysis, in e, for atoms 1 through 5: -0.416, 0.594, -0.154, -0.241, -0.237

=====

# 2
Computed, not measured: a gas-phase ion, C8H14FO4S (charge -1), with ωB97M-V/def2-TZVPD.

Element x y z (Å)
S (-1.31, 2.30, -0.34)
F (-1.10, 0.35, 1.63)
O (1.19, 0.55, 0.53)
O (-2.56, 2.74, 0.36)
O (0.48, -0.53, -1.36)
O (-1.58, 2.13, -1.76)
C (3.16, -0.15, 1.64)
C (-1.17, 0.35, 0.22)
C (0.20, 0.04, -0.30)
C (-2.35, -0.45, -0.20)
C (-3.59, -0.10, 0.55)
C (2.54, 0.22, 0.23)
C (-2.09, -1.93, -0.18)
C (3.32, 1.23, -0.39)
H (3.20, 2.28, -0.05)
H (4.41, 0.98, -0.40)
H (2.99, 0.68, 2.34)
H (-1.28, -2.14, -0.89)
H (3.07, 1.36, -1.58)
H (4.21, -0.35, 1.46)
H (2.65, -1.10, 2.04)
H (-3.58, 0.97, 0.62)
H (-2.55, -0.04, -1.25)
H (-4.37, -0.43, -0.09)
H (-1.80, -2.17, 0.76)
H (2.55, -0.70, -0.41)
H (-2.91, -2.48, -0.56)
H (-3.40, -0.42, 1.53)

Output
total charge	-1

Results of the Löwdin charge analysis, in e, for atoms 1 through 5: 0.735, -0.022, -0.016, -0.535, 0.068

=====

ΔE to the lowest compared entry with this formula, charge and spin values, unit kJ/mol, following the record order: 0.0 4.7.
Frontier orbital gap values, unit Eh, following the record order: 0.2344 0.2586.
Electronic energy values, unit eV, following the record order: -39857.46730 -30266.18094.